A molecular structure, C30H70BeN10O14SY at a distorted geometry. Source: the Open Molecules 2025 dataset; level of theory: wB97M-V/def2-TZVPD.

Highest occupied orbital energy = -15.48 eV
DFT total energy = -88074.574 eV
Net charge = +3
Relative energy (zero: lowest compared OMol25 entry of this formula, charge and spin) = 2.298 eV

Cartesian coordinates (Å):
Y 2.685227 1.219242 -0.217782
Be -1.590312 -2.775793 0.483175
S 0.638139 -0.864724 0.264510
O 0.569824 0.507040 -0.258120
O -0.260882 -1.115451 1.426319
O 0.330030 -1.838484 -0.795239
O 2.093241 -0.788247 0.483844
C 3.068519 1.177768 3.509242
O 3.216492 1.092543 2.281750
N 2.063045 0.741975 4.247620
C 2.423180 0.302235 5.589848
C 0.803912 0.154486 3.842140
H 3.907039 1.500042 4.141524
H 3.281247 0.800913 6.045830
H 2.867038 -0.697774 5.544013
H 1.568172 0.366584 6.257132
H 0.060086 0.441532 4.580387
H 0.586820 0.536474 2.848057
H 0.979649 -0.917400 3.741004
C 0.260955 3.259441 1.440804
O 1.277496 2.754745 0.950431
N 0.269277 4.207431 2.377254
C -0.889315 4.494826 3.218368
C 1.400888 5.123027 2.495172
H -0.753796 2.907271 1.226308
H -1.585827 3.663235 3.293289
H -1.440582 5.365876 2.867574
H -0.428308 4.603664 4.200252
H 2.171882 4.963740 1.746101
H 1.149230 6.183380 2.412136
H 1.856419 5.113998 3.487920
C 2.778151 -1.183904 -2.873062
O 2.699619 -0.326383 -1.995466
N 3.916431 -1.592318 -3.428199
C 3.855649 -2.383698 -4.684018
C 5.230007 -1.191319 -2.981586
H 1.883781 -1.707977 -3.235824
H 4.803841 -2.414532 -5.208445
H 3.124226 -1.961727 -5.376122
H 3.430096 -3.367708 -4.481887
H 5.200166 -0.108403 -2.838958
H 5.537299 -1.673248 -2.052969
H 6.029438 -1.356799 -3.699322
C 0.779108 2.950169 -2.678449
O 1.467032 2.499361 -1.765972
N 0.309142 4.203707 -2.619158
C -0.516081 4.701079 -3.729950
C 0.507864 5.090899 -1.506929
H 0.534160 2.407245 -3.600592
H 0.000529 5.483084 -4.287509
H -1.426524 5.128949 -3.318424
H -0.702599 3.879942 -4.418701
H 1.098304 5.955268 -1.812947
H -0.395303 5.352096 -0.953423
H 1.131726 4.594745 -0.763139
C -4.307790 -0.285181 0.701442
O -3.533503 -1.238034 0.861450
N -4.150540 0.873529 1.354768
C -5.273217 1.831802 1.402765
C -2.931961 1.298591 1.995584
H -5.273397 -0.432999 0.206509
H -5.636238 1.926811 2.425690
H -5.973340 1.768847 0.575993
H -4.742039 2.779501 1.263491
H -3.065991 1.226400 3.079291
H -2.119821 0.649165 1.667963
H -2.640621 2.331891 1.818297
C 5.749484 -0.079698 0.607711
O 4.715813 0.303573 0.029059
N 5.790793 -1.134135 1.426793
C 6.877661 -1.213647 2.424506
C 4.677829 -2.012236 1.693356
H 6.707051 0.444110 0.522302
H 7.629065 -0.433822 2.366050
H 7.262897 -2.232428 2.441531
H 6.276726 -1.150357 3.335610
H 3.827859 -1.871822 1.033050
H 4.933614 -3.071970 1.654554
H 4.309093 -1.832979 2.706738
C -1.114030 -5.500896 -1.649193
O -1.297634 -4.848769 -0.623248
N -0.065735 -5.574551 -2.444849
C -0.136587 -6.386321 -3.672511
C 1.185531 -4.892040 -2.269132
H -1.842156 -6.280855 -1.928038
H -1.161384 -6.626445 -3.952735
H 0.454852 -7.296322 -3.576482
H 0.227424 -5.889602 -4.573090
H 1.088316 -4.103543 -1.521325
H 1.989825 -5.561801 -1.957752
H 1.581894 -4.399146 -3.158791
C -1.948032 -1.579882 -2.613964
O -2.585812 -1.706655 -1.566509
N -2.285547 -2.337652 -3.678599
C -1.526105 -2.314289 -4.902105
C -3.396547 -3.311895 -3.698122
H -1.161951 -0.885820 -2.941816
H -2.040513 -1.884417 -5.761274
H -1.072149 -3.272323 -5.163492
H -0.623165 -1.707712 -4.775314
H -4.030944 -3.134364 -2.829538
H -4.035542 -3.183596 -4.567988
H -3.040696 -4.329637 -3.540464
C -3.394403 4.286518 -0.969484
O -2.765090 4.441723 0.070688
N -3.259742 3.257895 -1.829102
C -3.730260 3.322095 -3.228145
C -2.308516 2.168349 -1.549666
H -4.175636 4.967479 -1.337860
H -4.305135 4.240821 -3.343650
H -4.283958 2.438058 -3.534476
H -2.882631 3.468983 -3.891045
H -2.845889 1.225756 -1.440164
H -1.584442 2.063079 -2.358204
H -1.630200 2.249516 -0.701710
C -2.152118 -2.618071 3.633320
O -2.338345 -3.450431 2.712038
N -3.109274 -2.220380 4.438426
C -2.808021 -1.119097 5.354450
C -4.458968 -2.731395 4.436239
H -1.164238 -2.204758 3.862680
H -3.381444 -0.271748 4.968696
H -1.804330 -0.726425 5.502090
H -3.161754 -1.330312 6.363796
H -4.860947 -2.818582 5.442924
H -5.045261 -1.947422 3.941603
H -4.676973 -3.590135 3.808550

Atoms 1-2, force components in eV/Å:
Y -1.4 -0.4 0.5
Be 0.0 1.1 0.0

A molecular structure, C30H70F6K2NO18S2 at a distorted geometry. Source: the Open Molecules 2025 dataset; level of theory: wB97M-V/def2-TZVPD.

Highest occupied orbital energy = -9.87 eV
DFT total energy = -141193.906 eV
Net charge = +1
Relative energy (zero: lowest compared OMol25 entry of this formula, charge and spin) = 0.000 eV

Cartesian coordinates (Å):
K 0.399820 -21.074200 -15.605240
K 7.574810 -17.592540 -26.302110
C 3.867560 -16.042590 -21.622110
F 4.173060 -15.733670 -22.857960
F 4.375490 -15.093860 -20.829380
F 2.569800 -16.153140 -21.536950
S 4.786420 -17.682320 -21.071130
O 4.341390 -17.788950 -19.675740
O 4.363000 -18.743780 -21.974490
N 6.425530 -17.181900 -21.405390
S 7.143640 -17.361070 -20.069170
O 6.807150 -16.331070 -19.072540
O 7.020580 -18.735440 -19.536040
C 9.014120 -17.222020 -20.538410
F 9.313700 -16.038170 -21.063740
F 9.665570 -17.541140 -19.415020
F 9.204280 -18.111800 -21.525890
C 16.144560 -23.540140 -14.242720
O 16.058810 -24.292000 -15.405710
C 16.449780 -23.711500 -16.612690
C 15.405410 -23.009300 -17.433720
O 14.421890 -23.907940 -17.842900
C 13.430810 -24.247900 -16.820580
H 15.751000 -22.531620 -14.369660
H 17.172960 -23.321810 -13.954920
H 15.648220 -24.053600 -13.419240
H 16.634170 -24.623110 -17.181080
H 17.400490 -23.206920 -16.440460
H 15.850750 -22.388420 -18.211070
H 14.923810 -22.262840 -16.802070
H 12.531940 -24.667740 -17.272090
H 13.076060 -23.343250 -16.326770
H 13.733930 -24.982330 -16.074360
C 5.788040 -3.552680 -29.282420
O 4.874280 -4.086920 -28.379970
C 5.097930 -5.432450 -28.027310
C 4.048590 -6.393040 -28.541770
O 4.135430 -7.595750 -27.907040
C 5.086170 -8.476890 -28.438420
H 5.703760 -2.489390 -29.057870
H 5.425780 -3.836000 -30.270650
H 6.803750 -3.918970 -29.133230
H 5.107010 -5.469720 -26.937990
H 6.092190 -5.778270 -28.310070
H 4.066190 -6.480580 -29.628100
H 3.068320 -5.978950 -28.305770
H 6.047640 -8.022780 -28.678090
H 4.710060 -8.976510 -29.331180
H 5.301960 -9.163100 -27.619490
C 11.954960 -26.926620 -26.018080
O 10.927660 -25.980130 -26.155360
C 10.860870 -24.918080 -25.261510
C 9.716040 -23.968190 -25.605480
O 9.871530 -23.282490 -26.795720
C 9.725330 -23.971840 -27.995760
H 12.919750 -26.428850 -25.920580
H 12.037070 -27.669710 -26.811290
H 11.952130 -27.506980 -25.095430
H 11.701710 -24.225620 -25.301110
H 10.775010 -25.357970 -24.267910
H 9.759420 -23.246430 -24.789830
H 8.702890 -24.353200 -25.489790
H 8.960010 -24.722610 -27.799030
H 10.689840 -24.348130 -28.336720
H 9.376360 -23.224630 -28.708490
C 17.961420 -17.124610 -28.761690
O 18.080350 -17.663360 -27.502930
C 16.972320 -18.047160 -26.785730
C 17.389050 -18.777190 -25.448920
O 17.921620 -17.981700 -24.425640
C 18.777150 -16.985650 -24.765390
H 17.899730 -17.897920 -29.527380
H 18.904870 -16.588340 -28.863720
H 17.263970 -16.292680 -28.663900
H 16.319180 -18.623690 -27.440810
H 16.404260 -17.141620 -26.572690
H 18.025070 -19.645840 -25.619300
H 16.453200 -19.006460 -24.939280
H 18.176560 -16.242290 -25.289630
H 19.586640 -17.258290 -25.442500
H 19.279940 -16.522310 -23.916500
C 13.790350 -15.124750 -10.412110
O 13.175490 -14.553190 -11.560500
C 11.781840 -15.023410 -11.630320
C 10.642200 -14.496100 -10.817550
O 10.637430 -13.048230 -10.871200
C 9.510260 -12.463760 -10.348380
H 13.350180 -14.521690 -9.617970
H 14.860830 -14.952530 -10.524040
H 13.519920 -16.170040 -10.262620
H 11.906990 -16.105770 -11.599790
H 11.432120 -14.942100 -12.659490
H 10.774970 -14.893810 -9.811420
H 9.691370 -14.872300 -11.195050
H 8.744190 -12.685650 -11.091350
H 9.525550 -11.374010 -10.365460
H 9.378250 -12.518110 -9.267770
C 9.049030 -9.447940 -21.129840
O 10.150890 -9.538540 -20.270110
C 9.642810 -9.961700 -18.937940
C 10.632950 -10.683780 -18.031630
O 11.742450 -9.867810 -17.867370
C 12.936700 -10.345880 -18.418600
H 8.559450 -10.347710 -21.502430
H 9.287950 -8.939150 -22.063720
H 8.314260 -8.730540 -20.764380
H 8.798880 -10.643720 -19.041540
H 9.386610 -9.082070 -18.347430
H 10.907240 -11.684930 -18.364160
H 10.190290 -10.940330 -17.069170
H 13.834930 -9.810400 -18.111110
H 12.997930 -10.596320 -19.477670
H 13.206900 -11.275350 -17.917430
C -2.512580 -26.501480 -18.718800
O -1.210260 -25.862530 -18.574310
C -0.595260 -25.663520 -19.865460
C 0.941280 -25.839070 -19.739700
O 1.424350 -25.050150 -18.626630
C 2.779230 -25.101090 -18.507780
H -2.727830 -27.337760 -19.383930
H -3.105200 -25.653290 -19.061540
H -2.940630 -26.746130 -17.746670
H -0.738230 -24.668110 -20.285970
H -0.894090 -26.430690 -20.579790
H 1.390770 -25.662400 -20.716860
H 1.085700 -26.917070 -19.668010
H 3.033110 -26.128140 -18.245430
H 3.068900 -24.485470 -17.656190
H 3.215620 -24.691400 -19.418720

Atoms 1-2, force components in eV/Å:
K 0.1 0.0 -0.1
K -0.1 0.0 0.3

| no. | frontier orbital gap (eV) |
| --- | --- |
| 1 | 8.38 |
| 2 | 6.00 |